(1)
3 unconnected molecules or ions with the total composition C5H15NO2 in a non-equilibrium geometry, computed with ωB97M-V with the def2-TZVPD basis set.

Computed properties:
- spin multiplicity = 1
- F_max (eV/A) = 6.03
- energy relative to the best compared isomer or geometry (same formula, charge and spin) (kcal per mole) = 202.56
- gap between HOMO and LUMO (eV) = 3.667
- LUMO (eV) = -4.0

Geometry as XYZ:
```
23
Properties=species:S:1:pos:R:3:forces:R:3:nbo_charge:R:1
C 1.98152 -0.24136 1.90754 -2.972 4.115 -3.248 -0.08
C 0.82770 0.58245 1.30906 1.183 2.152 1.280 -0.50
C -0.12600 -0.20771 0.36684 -1.055 -1.150 0.030 -0.21
C -0.45933 -1.60310 0.98807 -1.296 -0.752 -2.817 -0.63
C 0.57547 -0.22646 -1.04254 1.526 4.059 2.159 -0.28
N 1.90652 -0.83289 -0.82052 -1.969 -0.492 2.038 -0.59
H 2.16109 -0.63992 0.40549 -0.191 -1.108 -2.542 0.27
H 1.70723 -0.72883 2.75784 -0.536 -2.716 1.669 0.21
H 2.95556 0.11890 1.86287 1.711 0.578 -0.113 0.21
H 1.16890 1.49435 0.73241 0.154 -1.225 0.374 0.25
H 0.27667 1.15376 2.18442 0.459 -1.803 -1.228 0.29
H 0.56124 0.98919 -1.37515 0.372 -3.270 0.655 0.23
H -1.04043 0.36664 0.29548 -0.005 -0.036 -0.252 0.32
H 0.34831 -2.32414 0.71939 -0.331 0.365 0.535 0.21
H -1.47972 -2.11052 0.57867 2.419 1.697 0.883 0.27
H 0.00186 -0.70841 -1.82238 -0.741 -0.764 0.041 0.33
H 2.57424 -0.33661 -1.35177 1.291 0.882 -0.409 0.37
H -3.05795 -0.37720 -1.77993 0.722 0.316 0.510 0.44
H -0.52545 -1.43027 2.02971 -0.194 -0.390 1.238 0.19
O -2.28505 -0.10194 -1.24342 -0.932 -1.441 -0.873 -1.18
H -2.49860 2.54608 -0.83716 0.412 0.560 0.057 0.45
H -1.97205 1.25104 -1.24338 0.259 -0.962 -0.349 0.49
O -1.63029 2.19485 -1.07992 -0.287 1.384 0.360 -1.05
```
Positions in Å, forces in eV/Å.

***

(2)
CH6N4O2 in the gas phase in a non-equilibrium geometry, computed with ωB97M-V with the def2-TZVPD basis set.

Computed properties:
- SMILES string = NN=C(NO)NO
- spin multiplicity = 1
- F_max (eV/A) = 2.25
- energy relative to the best compared isomer or geometry (same formula, charge and spin) (kcal per mole) = 84.95
- gap between HOMO and LUMO (eV) = 9.518
- LUMO (eV) = 0.8

Geometry as XYZ:
```
13
Properties=species:S:1:pos:R:3:forces:R:3:nbo_charge:R:1
N -1.90364 -0.61142 0.01945 -0.246 -0.379 0.092 -0.71
N -0.57952 -1.06289 -0.32773 1.196 1.193 1.111 -0.39
C 0.29672 -0.21857 0.15802 -1.558 -1.059 -0.928 0.48
N 1.57775 -0.64690 0.34397 0.180 -1.801 -0.171 -0.31
O 2.49977 0.18557 -0.23722 1.187 1.051 -1.591 -0.56
N 0.04873 1.05807 0.57409 0.792 0.973 0.582 -0.36
O -0.69670 1.81203 -0.34820 -1.586 -0.808 0.468 -0.57
H -2.02314 -0.90909 1.00269 -0.233 0.240 -0.677 0.36
H -2.51824 -1.19212 -0.54843 -0.008 0.188 0.305 0.37
H 1.68553 -1.59610 -0.03859 -0.157 0.361 0.479 0.37
H 2.31616 0.21943 -1.21491 0.171 -0.019 1.115 0.45
H 0.87481 1.61749 0.82066 -0.493 -0.653 -0.179 0.39
H -1.57824 1.34450 -0.20380 0.757 0.714 -0.607 0.49
```
Positions in Å, forces in eV/Å.

***

(3)
A molecular structure, C16H39Cl2N6PdS, computed with ωB97M-V with the def2-TZVPD basis set.

Computed properties:
- spin multiplicity = 1
- F_max (eV/A) = 0.95
- energy relative to the best compared isomer or geometry (same formula, charge and spin) (kcal per mole) = 0.00
- charge = +3
- gap between HOMO and LUMO (alpha / beta) (eV) = 7.007 / 7.006
- LUMO (alpha / beta) (eV) = -10.5 / -10.5

Geometry as XYZ:
```
65
Properties=species:S:1:pos:R:3:forces:R:3:nbo_charge:R:1
Pd -0.03831 -0.15065 -0.44147 0.031 0.167 0.939 0.71
Cl -0.38384 -0.95137 1.83923 -0.137 -0.145 -0.086 0.07
C -1.61185 -2.23154 1.43049 0.090 0.064 -0.072 -0.36
Cl -1.86943 -2.21545 -0.31492 -0.257 -0.150 0.058 0.04
H -2.52995 -1.99354 1.95344 0.000 0.035 0.012 0.26
H -1.19939 -3.18761 1.72934 0.034 0.007 0.025 0.26
N -0.33286 -0.84654 -3.11914 -0.067 0.185 0.017 -0.65
N 0.26735 0.22658 -2.36703 0.286 -0.244 -0.617 -0.57
H 0.09934 -0.89469 -4.03970 0.015 -0.018 -0.005 0.39
H -1.31387 -0.62710 -3.25706 -0.024 -0.030 -0.002 0.38
H -0.00530 1.13868 -2.73155 0.000 0.143 0.170 0.39
H 1.27935 0.15259 -2.47948 0.035 0.047 -0.098 0.43
C 4.62328 -1.35947 -3.59471 0.017 -0.013 0.012 -0.62
C 4.61835 -2.78065 -3.03664 -0.033 0.020 -0.016 -0.41
C 3.24528 -3.44776 -3.10197 0.009 0.012 0.030 -0.41
C 2.19566 -2.76050 -2.23727 0.096 0.039 0.033 -0.21
N 2.52657 -2.92222 -0.81816 -0.185 -0.025 0.098 -0.54
C 2.62048 -2.01676 0.14219 0.165 0.135 -0.022 0.40
S 2.22906 -0.29659 -0.09976 0.096 -0.156 -0.313 -0.12
N 3.13306 -2.36884 1.30425 -0.116 0.038 0.115 -0.53
C 3.43938 -1.54831 2.49695 0.039 -0.008 -0.053 -0.22
C 4.79424 -1.94304 3.07625 0.006 -0.007 -0.040 -0.41
C 6.01169 -1.41148 2.31922 -0.027 -0.017 -0.040 -0.41
C 6.17926 -1.92962 0.89122 -0.014 0.026 0.018 -0.61
H 5.64048 -0.99297 -3.72218 0.000 0.004 0.025 0.25
H 4.11690 -0.65062 -2.93088 -0.016 -0.002 0.001 0.17
H 4.14140 -1.32105 -4.57473 0.012 -0.006 -0.001 0.21
H 4.98333 -2.77562 -2.00450 0.034 -0.014 -0.008 0.19
H 5.32244 -3.39574 -3.59678 -0.013 0.006 -0.022 0.24
H 3.31442 -4.50119 -2.81419 -0.022 -0.006 -0.012 0.22
H 2.87680 -3.44053 -4.13057 0.011 -0.018 -0.005 0.23
H 1.19960 -3.16418 -2.41263 -0.031 0.025 -0.023 0.22
H 2.19383 -1.69254 -2.44044 -0.038 0.000 -0.021 0.18
H 2.81015 -3.86426 -0.57308 0.041 0.001 0.007 0.42
H 3.46866 -3.32270 1.37763 0.064 0.006 -0.006 0.42
H 2.64478 -1.70595 3.22824 0.008 -0.022 0.002 0.21
H 3.43944 -0.50034 2.20766 -0.007 0.007 -0.010 0.22
H 4.84621 -3.03560 3.15425 -0.006 0.005 0.044 0.21
H 4.81706 -1.56979 4.10095 0.012 -0.013 0.011 0.25
H 6.89716 -1.68180 2.89507 0.002 0.005 0.007 0.24
H 5.97928 -0.31855 2.31386 0.008 0.008 0.003 0.21
H 6.13405 -3.02204 0.85458 -0.002 0.000 -0.003 0.20
H 7.14871 -1.63696 0.49082 0.007 -0.004 0.012 0.25
H 5.42651 -1.52731 0.20655 -0.009 0.000 0.012 0.17
C -1.50517 4.44664 -0.04610 -0.022 0.004 0.015 -0.25
C -0.71781 3.12360 -0.19878 -0.003 -0.027 0.065 -0.25
N -1.57048 1.95551 0.09730 -0.193 -0.015 -0.275 -0.46
C -2.04404 2.05525 1.49060 0.047 -0.022 0.015 -0.26
C -2.83369 3.36575 1.72216 0.004 0.008 -0.026 -0.25
N -2.89224 4.09795 0.41187 0.010 -0.036 -0.001 -0.33
C -3.58611 3.25226 -0.61629 0.012 0.010 0.026 -0.25
C -2.74026 1.97002 -0.80575 -0.005 0.050 0.046 -0.26
H -1.59678 4.99819 -0.97957 -0.005 -0.015 -0.012 0.25
H -1.07124 5.10585 0.70265 0.013 0.002 0.000 0.25
H 0.13320 3.11073 0.48014 0.014 -0.016 -0.005 0.24
H -0.33378 3.03383 -1.21389 -0.007 0.027 -0.018 0.21
H -1.18237 2.01913 2.15434 0.007 -0.022 0.009 0.24
H -2.67205 1.19331 1.70764 -0.013 -0.008 -0.002 0.23
H -2.35356 4.02415 2.44292 0.015 -0.001 0.002 0.25
H -3.85756 3.18846 2.04422 -0.005 -0.008 0.000 0.25
H -3.42228 4.96140 0.54027 -0.005 0.004 0.004 0.47
H -3.67285 3.84220 -1.52632 0.016 -0.003 -0.007 0.25
H -4.58696 3.04344 -0.24432 -0.003 -0.009 0.003 0.25
H -2.38659 1.91213 -1.83544 -0.005 0.000 -0.003 0.21
H -3.34780 1.08829 -0.60623 0.011 -0.005 -0.010 0.24
```
Positions in Å, forces in eV/Å.

***

(4)
A gas-phase ion, C5H6N (charge +1) in a non-equilibrium geometry, computed with ωB97M-V with the def2-TZVPD basis set.

Computed properties:
- spin multiplicity = 1
- F_max (eV/A) = 3.03
- energy relative to the best compared isomer or geometry (same formula, charge and spin) (kcal per mole) = 160.50
- charge = +1
- gap between HOMO and LUMO (eV) = 8.324
- LUMO (eV) = -5.8

Geometry as XYZ:
```
12
Properties=species:S:1:pos:R:3:forces:R:3:nbo_charge:R:1
C -1.39428 -0.24171 -0.94823 -1.453 -2.081 -1.663 -0.67
C 0.41845 -0.88548 0.98908 0.625 1.318 -1.328 -0.13
C 1.52230 -0.13173 0.88777 -1.253 1.012 -0.233 0.00
C -1.91240 0.60975 0.10685 1.250 -0.543 0.149 0.34
C -0.41075 -0.08424 0.07614 -0.444 0.857 1.421 -0.09
N 0.68566 0.90330 -0.07522 1.998 -0.952 -0.394 -0.54
H -1.96816 -1.26962 -0.92152 0.928 1.806 -0.101 0.35
H -1.19682 0.09236 -1.98712 -0.486 -0.216 0.491 0.31
H 0.19422 -1.80258 1.41441 -0.141 -1.484 1.034 0.26
H 2.55236 -0.02605 1.30080 -1.126 0.169 -0.702 0.28
H 0.47672 1.84939 0.20310 0.011 0.463 0.853 0.44
H 1.03271 0.98661 -1.04606 0.089 -0.348 0.473 0.43
```
Positions in Å, forces in eV/Å.

***

(5)
2 unconnected molecules or ions with the total composition C4H9O3 in a non-equilibrium geometry, computed with ωB97M-V with the def2-TZVPD basis set.

Computed properties:
- spin multiplicity = 1
- F_max (eV/A) = 9.24
- energy relative to the best compared isomer or geometry (same formula, charge and spin) (kcal per mole) = 51.71
- charge = -1
- gap between HOMO and LUMO (eV) = 8.815
- LUMO (eV) = 4.1

Geometry as XYZ:
```
16
Properties=species:S:1:pos:R:3:forces:R:3:nbo_charge:R:1
C 1.84740 -0.81247 -0.12697 3.868 1.022 0.687 -0.02
C 1.88706 -1.64283 1.24867 -8.666 1.364 -2.907 -0.65
O 0.75205 -0.87433 -0.90966 -3.533 1.505 2.265 -0.81
H 2.26026 0.32550 -0.00521 -0.989 -2.221 0.244 0.11
H 2.65188 -1.29545 -0.72179 0.141 0.215 0.177 0.12
H 2.73180 -1.93195 1.64221 4.882 -0.281 2.434 0.18
H -0.05972 -0.27761 -0.23979 1.127 -0.852 -1.554 0.51
H 1.50694 -2.65585 0.89923 -0.132 0.977 0.347 0.19
H 0.98672 -1.20833 1.95602 2.659 -1.104 -1.310 0.21
C -2.28311 1.55291 -1.18416 1.592 -4.500 0.066 -0.73
C -1.73512 1.46969 0.25365 1.417 -0.644 0.517 0.78
O -2.23370 2.26471 1.03168 -0.659 1.161 0.625 -0.73
O -0.90729 0.55748 0.66089 0.039 -0.140 -1.659 -0.79
H -1.94637 0.61917 -1.82259 -0.845 1.720 1.224 0.20
H -2.16219 2.39062 -1.77069 0.833 2.173 -0.763 0.21
H -3.29660 1.51876 -0.91150 -1.736 -0.394 -0.392 0.22
```
Positions in Å, forces in eV/Å.

***

(6)
2 unconnected molecules or ions with the total composition ClFH3N2P in a non-equilibrium geometry, computed with ωB97M-V with the def2-TZVPD basis set.

Computed properties:
- SMILES string = [H]/N=P(\F)=N/[H].Cl
- spin multiplicity = 1
- F_max (eV/A) = 2.12
- energy relative to the best compared isomer or geometry (same formula, charge and spin) (kcal per mole) = 35.13
- gap between HOMO and LUMO (eV) = 10.549
- LUMO (eV) = -0.2

Geometry as XYZ:
```
8
Properties=species:S:1:pos:R:3:forces:R:3:nbo_charge:R:1
H -0.00241 1.58277 0.46017 0.007 0.300 -0.011 0.41
N -0.05770 0.57807 0.51041 -0.802 -0.827 -0.289 -1.24
P -1.36684 -0.04629 -0.01116 -1.123 1.252 -0.833 2.17
F -2.42139 1.02046 -0.63812 1.413 -1.308 0.883 -0.54
N -2.02399 -1.42356 -0.17406 0.442 0.831 0.125 -1.20
H -1.48051 -2.20311 0.16440 0.127 -0.225 0.106 0.40
Cl 4.28767 0.06404 -0.22074 -0.068 0.035 -0.001 -0.27
H 3.06516 0.42762 -0.09089 0.004 -0.057 0.020 0.27
```
Positions in Å, forces in eV/Å.

***

- F_max of number 3 (C16H39Cl2N6PdS)?
  0.95 eV/A

***

- What is the formula in the third record?
  C16H39Cl2N6PdS

***

What did the fourth record say?
A gas-phase ion, C5H6N (charge +1) in a non-equilibrium geometry, computed with ωB97M-V with the def2-TZVPD basis set.

Computed properties:
- spin multiplicity = 1
- F_max (eV/A) = 3.03
- energy relative to the best compared isomer or geometry (same formula, charge and spin) (kcal per mole) = 160.50
- charge = +1
- gap between HOMO and LUMO (eV) = 8.324
- LUMO (eV) = -5.8

Geometry as XYZ:
```
12
Properties=species:S:1:pos:R:3:forces:R:3:nbo_charge:R:1
C -1.39428 -0.24171 -0.94823 -1.453 -2.081 -1.663 -0.67
C 0.41845 -0.88548 0.98908 0.625 1.318 -1.328 -0.13
C 1.52230 -0.13173 0.88777 -1.253 1.012 -0.233 0.00
C -1.91240 0.60975 0.10685 1.250 -0.543 0.149 0.34
C -0.41075 -0.08424 0.07614 -0.444 0.857 1.421 -0.09
N 0.68566 0.90330 -0.07522 1.998 -0.952 -0.394 -0.54
H -1.96816 -1.26962 -0.92152 0.928 1.806 -0.101 0.35
H -1.19682 0.09236 -1.98712 -0.486 -0.216 0.491 0.31
H 0.19422 -1.80258 1.41441 -0.141 -1.484 1.034 0.26
H 2.55236 -0.02605 1.30080 -1.126 0.169 -0.702 0.28
H 0.47672 1.84939 0.20310 0.011 0.463 0.853 0.44
H 1.03271 0.98661 -1.04606 0.089 -0.348 0.473 0.43
```
Positions in Å, forces in eV/Å.